[1]
The following is a DFT calculation (the ωB97M-V functional and the def2-TZVPD basis) of a molecular structure, C23H33NO6RuSi.

CARTESIAN COORDINATES (ANGSTROEM)
Ru: -0.077 -0.528 0.165
O: 3.907 2.333 0.789
C: 3.223 1.243 1.284
O: 1.749 1.187 0.087
C: 3.934 0.089 0.611
O: 3.283 -1.149 0.595
C: 3.134 -1.768 1.863
C: 1.848 -1.497 2.659
O: 1.955 -1.705 3.871
O: 0.772 -1.193 2.057
H: 3.699 3.067 1.374
H: 4.179 0.317 -0.440
H: 4.893 0.020 1.150
H: 3.149 -2.839 1.663
H: 3.984 -1.551 2.515
C: -3.713 -2.587 -2.429
Si: -2.624 -1.159 -1.806
C: -1.381 -0.878 -3.205
C: -3.747 0.360 -1.737
C: -1.884 -1.540 -0.154
H: -4.141 -2.374 -3.414
H: -4.538 -2.777 -1.735
H: -3.129 -3.509 -2.508
H: -1.881 -0.424 -4.067
H: -0.925 -1.818 -3.525
H: -0.576 -0.217 -2.876
H: -4.053 0.674 -2.740
H: -3.234 1.197 -1.258
H: -4.650 0.146 -1.158
H: -1.742 -2.628 -0.093
H: -2.616 -1.273 0.621
C: 0.979 2.421 -0.043
C: -0.279 2.367 0.815
C: 0.113 2.431 2.296
C: -0.970 1.015 0.563
C: -1.212 3.498 0.395
C: -1.881 4.272 1.343
C: -2.801 5.243 0.970
C: -3.084 5.465 -0.369
C: -2.441 4.694 -1.326
C: -1.524 3.725 -0.948
H: 2.079 0.958 -0.794
H: 1.645 3.246 0.223
H: 0.718 2.496 -1.095
H: 0.906 1.709 2.490
H: -0.731 2.160 2.932
H: 0.461 3.432 2.576
H: -2.042 1.093 0.825
H: -1.685 4.116 2.395
H: -3.304 5.822 1.735
H: -3.805 6.218 -0.662
H: -2.667 4.831 -2.377
H: -1.089 3.103 -1.720
O: 0.824 -2.307 -1.115
N: 1.401 -3.283 -0.498
C: 0.825 -3.813 0.609
C: 1.405 -4.877 1.259
C: 2.598 -5.410 0.792
C: 3.182 -4.836 -0.325
C: 2.574 -3.770 -0.951
H: -0.072 -3.301 0.921
H: 0.922 -5.259 2.147
H: 3.071 -6.239 1.300
H: 4.124 -5.193 -0.717
H: 2.964 -3.242 -1.806

Force components x, y, z for each atom (eV/Å):
-0.36 0.79 0.06
-0.17 -0.11 0.23
0.76 0.09 0.19
-0.62 0.12 -0.26
0.03 -0.01 -0.12
-0.15 -0.05 -0.01
0.07 0.10 -0.08
-0.06 0.04 0.28
0.03 -0.07 -0.04
0.10 -0.23 -0.29
-0.02 0.03 -0.03
0.00 0.03 0.03
0.02 0.00 0.04
0.02 -0.13 0.06
0.00 0.13 -0.03
-0.04 0.04 0.01
0.03 0.01 -0.02
-0.03 0.01 0.02
0.05 0.01 -0.01
0.02 0.00 0.18
0.00 -0.01 0.01
0.01 -0.01 -0.01
0.00 0.01 0.00
0.02 -0.03 -0.02
0.01 0.01 0.03
-0.01 0.02 0.00
-0.02 -0.01 0.02
0.00 -0.01 -0.02
0.01 0.01 0.00
-0.04 -0.04 -0.01
-0.04 -0.01 -0.03
0.24 -0.11 -0.07
0.14 -0.19 -0.13
-0.03 -0.02 0.03
-0.12 -0.34 -0.14
-0.09 -0.01 0.10
0.10 0.04 0.00
-0.02 0.02 -0.02
0.00 0.01 0.03
0.01 0.00 0.00
-0.06 -0.08 -0.05
-0.05 -0.14 0.03
-0.06 0.05 0.04
-0.01 0.07 -0.02
-0.01 0.00 -0.01
-0.01 0.04 -0.01
0.05 -0.02 0.01
0.11 -0.05 -0.05
-0.01 0.00 -0.01
0.00 0.00 -0.01
0.00 0.00 0.00
0.00 0.00 0.00
0.03 -0.03 0.02
0.30 0.11 -0.11
-0.16 -0.05 0.21
-0.01 0.09 -0.05
0.03 -0.01 -0.01
-0.02 -0.05 0.04
0.04 0.01 -0.04
-0.05 0.02 -0.01
-0.01 -0.05 0.04
0.01 0.00 0.00
0.00 0.00 0.00
0.00 -0.01 0.01
0.02 -0.02 -0.01

The calculation puts the HOMO energy (spin up / spin down) at -0.1215 / -0.1215 hartree. The molar mass is 548.674 g/mol. The value obtained for the total energy is -48616.0954 eV. As for the spin multiplicity: 2. As for the total charge: -1.

[2]
The following is a DFT calculation (the ωB97M-V functional and the def2-TZVPD basis) of a molecular structure, C23H34AlFN3O2Si.

CARTESIAN COORDINATES (ANGSTROEM)
C: 4.410 0.853 1.387
Si: 3.835 -0.173 -0.101
C: 5.069 0.007 -1.538
C: 3.961 -2.010 0.435
Al: 1.672 0.527 -0.941
O: 1.885 2.240 -1.486
C: 0.570 2.729 -1.527
C: -0.356 1.978 -0.488
C: -1.595 1.359 -1.179
C: -2.197 0.224 -0.336
C: -1.873 -1.169 -0.804
F: -2.232 -1.345 -2.146
O: 0.403 1.066 0.247
H: 5.470 0.737 1.620
H: 4.170 1.906 1.256
H: 3.853 0.505 2.261
H: 5.302 1.049 -1.750
H: 4.575 -0.394 -2.426
H: 5.981 -0.572 -1.386
H: 4.649 -2.559 -0.209
H: 3.001 -2.518 0.388
H: 4.339 -2.088 1.457
H: 1.025 -0.339 -2.138
H: 0.576 3.810 -1.336
H: 0.135 2.609 -2.532
H: -0.775 2.767 0.154
H: -2.353 2.138 -1.237
H: -1.380 1.011 -2.187
H: -1.802 0.294 0.678
H: -3.284 0.322 -0.288
H: -2.453 -1.903 -0.243
H: -0.815 -1.396 -0.717
N: 2.007 -5.081 0.626
C: 1.951 -5.254 1.942
C: 1.817 -6.495 2.547
C: 1.736 -7.617 1.739
C: 1.793 -7.451 0.364
C: 1.929 -6.165 -0.139
H: 2.018 -4.349 2.537
H: 1.778 -6.576 3.625
H: 1.630 -8.604 2.172
H: 1.733 -8.297 -0.306
H: 1.980 -5.991 -1.209
N: -0.590 2.835 3.943
C: -0.435 3.867 4.769
C: 0.310 4.995 4.466
C: 0.936 5.055 3.229
C: 0.786 3.991 2.358
C: 0.014 2.904 2.754
H: -0.937 3.783 5.729
H: 0.398 5.803 5.181
H: 1.532 5.916 2.952
H: 1.259 3.981 1.384
H: -0.097 2.067 2.071
N: -4.776 1.955 -2.608
C: -5.817 2.738 -2.877
C: -7.008 2.278 -3.418
C: -7.121 0.926 -3.701
C: -6.043 0.100 -3.434
C: -4.894 0.659 -2.888
H: -5.688 3.790 -2.644
H: -7.822 2.963 -3.612
H: -8.034 0.525 -4.126
H: -6.082 -0.960 -3.643
H: -4.028 0.044 -2.672

Force components x, y, z for each atom (eV/Å):
-0.02 -0.19 0.08
-0.02 -0.31 0.09
-0.23 -0.12 0.03
0.12 0.22 -0.02
0.08 0.90 0.18
-0.28 -0.34 -0.12
0.16 0.05 -0.15
-0.20 0.61 -0.58
0.01 -0.20 0.68
-0.11 0.06 -0.12
0.07 -0.01 0.24
-0.14 -0.04 -0.29
-0.03 -0.45 -0.30
0.11 0.06 -0.06
0.08 0.12 -0.05
-0.07 0.02 0.05
0.11 0.09 0.02
0.04 -0.03 -0.10
0.18 0.09 0.07
0.05 -0.06 -0.05
-0.08 -0.08 0.02
0.02 -0.03 0.09
-0.03 -0.22 0.01
-0.05 0.07 0.17
-0.02 -0.05 -0.06
0.14 -0.14 0.41
0.01 0.11 -0.35
0.11 -0.03 -0.10
-0.10 0.02 0.12
-0.07 0.04 0.03
0.01 -0.10 0.10
0.13 0.05 -0.10
-0.04 -0.02 -0.04
0.02 0.07 0.04
0.00 -0.02 -0.01
0.00 0.00 0.00
0.00 0.00 0.01
0.00 -0.01 -0.04
0.00 -0.02 0.02
0.00 0.01 0.01
0.00 0.00 0.00
0.00 0.00 -0.01
-0.01 -0.03 0.00
0.00 0.00 -0.05
-0.02 -0.01 0.03
0.00 0.00 0.00
0.01 0.01 -0.01
0.05 0.04 -0.02
-0.02 -0.03 0.02
0.01 0.03 0.01
-0.01 -0.01 0.01
0.00 0.00 0.00
-0.01 -0.05 -0.02
0.04 -0.07 0.13
-0.09 0.04 -0.04
0.00 0.04 0.04
-0.01 -0.01 -0.01
0.00 0.00 0.00
-0.02 0.01 0.00
0.10 -0.04 -0.01
-0.03 0.00 0.00
0.00 0.01 0.00
0.00 0.00 0.00
0.02 -0.01 0.01
0.00 -0.02 0.00

The calculation puts the HOMO energy at -0.1605 hartree. The molar mass is 458.610 g/mol. The value obtained for the total energy is -50163.2327 eV. As for the total charge: -1.

[3]
The following is a DFT calculation (the ωB97M-V functional and the def2-TZVPD basis) of a single C23H34N2O2 molecule.

CARTESIAN COORDINATES (ANGSTROEM)
C: -0.230 1.046 -1.701
C: 0.796 0.440 -2.267
C: 0.839 0.049 -3.715
N: 1.359 -1.289 -3.922
C: 0.774 -2.399 -3.403
O: 1.274 -3.504 -3.492
C: -0.540 -2.196 -2.712
C: -1.682 -1.822 -3.410
C: -2.891 -1.720 -2.745
C: -2.971 -1.993 -1.391
C: -1.838 -2.398 -0.692
C: -0.624 -2.502 -1.361
H: 0.253 -2.852 -0.839
O: -1.965 -2.803 0.617
C: -1.617 -1.898 1.658
C: -0.143 -1.495 1.683
C: 0.111 -0.635 2.933
N: -0.718 0.549 3.001
C: -2.120 0.205 2.905
C: -2.469 -0.628 1.660
H: -3.528 -0.886 1.673
H: -2.264 -0.055 0.752
H: -2.378 -0.376 3.798
H: -2.710 1.122 2.918
C: -0.291 1.657 2.162
H: -1.101 1.967 1.494
H: 0.559 1.357 1.539
C: 0.139 2.882 2.999
C: 0.570 3.997 2.044
H: -0.251 4.285 1.391
H: 0.883 4.875 2.604
H: 1.403 3.674 1.423
C: -1.032 3.361 3.856
H: -0.736 4.219 4.456
H: -1.352 2.565 4.522
H: -1.872 3.656 3.231
C: 1.307 2.501 3.908
H: 1.012 1.690 4.567
H: 1.610 3.351 4.514
H: 2.164 2.179 3.319
H: -0.101 -1.237 3.823
H: 1.159 -0.333 2.972
H: 0.491 -2.383 1.709
H: 0.095 -0.923 0.782
H: -1.841 -2.480 2.562
H: -3.914 -1.928 -0.871
H: -3.780 -1.433 -3.287
H: -1.632 -1.642 -4.474
C: 2.672 -1.423 -4.537
C: 3.760 -0.938 -3.622
C: 4.555 -1.750 -2.951
H: 5.315 -1.384 -2.282
H: 4.473 -2.820 -3.049
H: 3.845 0.135 -3.509
H: 2.677 -0.858 -5.476
H: 2.808 -2.485 -4.748
H: 1.503 0.737 -4.247
H: -0.159 0.146 -4.151
H: 1.688 0.202 -1.701
H: -0.219 1.344 -0.668
H: -1.125 1.276 -2.256

Force components x, y, z for each atom (eV/Å):
-0.01 0.13 0.05
0.08 0.13 -0.13
-0.22 0.24 0.10
0.11 0.09 -0.29
-0.08 0.02 -0.05
0.07 -0.26 0.16
-0.32 -0.26 0.08
0.18 -0.02 -0.03
-0.02 0.07 -0.04
0.07 -0.04 0.22
0.02 0.04 -0.16
-0.10 -0.06 0.07
0.07 -0.06 0.08
0.00 -0.20 -0.35
0.10 0.46 0.21
-0.24 -0.10 0.19
0.09 -0.14 -0.15
0.02 0.04 -0.01
-0.17 -0.04 -0.15
0.13 -0.23 0.19
-0.06 -0.01 -0.04
-0.02 0.04 -0.04
-0.11 0.05 0.01
-0.03 -0.04 0.08
0.09 0.28 0.38
0.01 -0.01 -0.10
-0.01 -0.01 -0.10
0.03 0.06 -0.13
-0.09 -0.25 0.15
-0.10 0.07 -0.11
0.05 0.13 0.04
0.12 -0.01 -0.10
0.19 -0.13 -0.16
0.01 0.11 0.09
-0.08 -0.08 0.13
-0.16 0.07 -0.07
-0.22 0.03 -0.17
0.01 -0.11 0.13
0.06 0.09 0.09
0.17 -0.05 -0.07
0.11 -0.04 0.01
-0.01 -0.05 0.08
0.05 -0.04 -0.05
0.04 0.01 -0.05
0.05 0.12 -0.06
-0.08 -0.01 0.08
-0.07 0.00 -0.04
0.02 0.05 -0.10
0.09 -0.27 -0.11
-0.18 0.07 -0.15
0.15 -0.02 0.07
0.12 0.13 0.11
-0.06 -0.24 -0.06
0.10 0.13 0.09
-0.01 -0.08 0.06
0.02 0.20 -0.07
-0.07 -0.10 -0.02
0.14 0.12 0.00
0.11 -0.02 0.15
0.06 0.04 0.24
-0.21 -0.02 -0.17

The calculation puts the HOMO energy at -0.3077 hartree. The molar mass is 370.537 g/mol. The value obtained for the total energy is -31477.0248 eV.

Which of these has the highest molar mass? C23H33NO6RuSi